C21H19NO6 | the ωB97M-V functional and the def2-TZVPD basis

```
47
Properties=species:S:1:pos:R:3:nbo_charge:R:1
C -9.152 -0.842 0.852 -0.2519
O -8.382 0.075 0.114 -0.4915
C -7.030 -0.076 0.093 0.3032
C -6.328 -1.084 0.746 -0.2704
C -4.950 -1.140 0.649 -0.1961
C -4.238 -0.202 -0.092 -0.0872
C -2.774 -0.275 -0.185 -0.2078
C -2.152 -1.467 -0.311 0.2133
O -0.828 -1.669 -0.385 -0.4414
C -0.015 -0.588 -0.321 0.3901
C 1.358 -0.810 -0.383 -0.3099
C 2.228 0.265 -0.325 0.3309
O 3.566 -0.037 -0.459 -0.5154
C 4.518 0.696 0.195 0.8962
O 4.284 1.540 1.023 -0.6372
N 5.758 0.353 -0.214 -0.4426
C 6.080 -0.753 -1.090 -0.2467
C 6.813 -1.829 -0.280 -0.0780
O 7.958 -1.300 0.347 -0.5209
C 7.624 -0.245 1.222 -0.0789
C 6.915 0.890 0.475 -0.2512
C 1.742 1.569 -0.208 -0.2705
C 0.384 1.775 -0.139 -0.1204
C -0.519 0.711 -0.195 -0.2393
C -1.970 0.958 -0.128 0.5319
O -2.437 2.079 -0.027 -0.5706
C -4.948 0.812 -0.735 -0.1457
C -6.320 0.872 -0.647 -0.2566
H -8.893 -0.820 1.916 0.1760
H -9.038 -1.862 0.471 0.1748
H -10.186 -0.526 0.728 0.2006
H -6.841 -1.827 1.337 0.2114
H -4.420 -1.916 1.181 0.2075
H -2.693 -2.401 -0.382 0.2014
H 1.735 -1.815 -0.481 0.2330
H 5.171 -1.155 -1.533 0.2366
H 6.741 -0.382 -1.881 0.1987
H 7.165 -2.630 -0.931 0.1988
H 6.129 -2.246 0.475 0.1643
H 8.563 0.104 1.652 0.2002
H 6.969 -0.615 2.025 0.1676
H 6.579 1.662 1.167 0.2492
H 7.593 1.323 -0.268 0.1975
H 2.427 2.399 -0.159 0.2471
H -0.022 2.770 -0.044 0.2427
H -4.417 1.555 -1.307 0.2326
H -6.875 1.651 -1.144 0.2245
```

Summary:
**Frontier orbital gap**: 8.37 eV
**Energy above the lowest of the compared OMol25 structures with the same formula, charge and spin**: 133.54 kJ/mol



C4H11NOS | the ωB97M-V functional and the def2-TZVPD basis

```
18
Properties=species:S:1:pos:R:3:nbo_charge:R:1
C -2.509 -1.133 0.434 -0.4108
N -1.708 -0.819 -0.725 -0.6422
C -0.324 -0.470 -0.561 -0.0870
C 0.467 -1.446 0.339 -0.0745
O 1.679 -0.931 0.842 -0.7177
C -0.221 0.986 -0.016 -0.5413
S 1.303 1.930 -0.290 -0.0517
H -2.122 -1.920 1.095 0.1655
H -2.616 -0.261 1.081 0.1892
H -3.498 -1.465 0.125 0.2093
H -1.877 -1.418 -1.517 0.3749
H 0.273 -0.364 -1.471 0.1993
H -0.079 -1.716 1.242 0.1756
H 0.547 -2.374 -0.248 0.1547
H 2.241 -0.652 0.117 0.4697
H -0.507 1.061 1.039 0.2196
H -1.032 1.574 -0.455 0.2316
H 1.781 1.779 0.948 0.1360
```

Summary:
**Frontier orbital gap**: 9.43 eV
**Energy above the lowest of the compared OMol25 structures with the same formula, charge and spin**: 155.22 kJ/mol



C25H28N6O3 | the ωB97M-V functional and the def2-TZVPD basis

```
62
Properties=species:S:1:pos:R:3:nbo_charge:R:1
C 0.375 -0.955 -3.409 -0.2569
C 0.368 -2.253 -2.890 -0.2131
C 1.014 -2.529 -1.679 -0.1961
C 1.680 -1.512 -0.976 -0.0331
C 2.395 -1.816 0.319 -0.2313
N 1.505 -1.463 1.429 -0.6028
C 1.865 -1.515 2.752 0.3506
C 2.856 -2.354 3.276 -0.3234
C 3.071 -2.301 4.649 0.0425
C 2.328 -1.443 5.436 0.0528
C 1.365 -0.636 4.819 0.0346
N 1.141 -0.676 3.493 -0.4557
N 2.762 -1.619 6.754 -0.5453
C 3.768 -2.580 6.814 0.1466
C 4.516 -3.111 7.868 -0.2509
C 5.479 -4.095 7.596 -0.1893
C 5.690 -4.537 6.278 -0.2452
C 4.940 -4.000 5.220 -0.1908
C 3.985 -3.025 5.516 -0.0568
C 1.670 -0.209 -1.499 -0.2260
C 1.024 0.068 -2.711 -0.1697
H -0.116 -0.742 -4.355 0.2260
H -0.135 -3.051 -3.431 0.2211
H 0.999 -3.541 -1.283 0.2178
H 3.325 -1.239 0.375 0.1905
H 2.654 -2.879 0.361 0.1986
H 0.810 -0.743 1.255 0.4019
H 3.417 -3.028 2.644 0.2137
H 0.779 0.041 5.432 0.1915
H 2.396 -1.117 7.561 0.4115
H 4.352 -2.767 8.884 0.2149
H 6.065 -4.516 8.408 0.2178
H 6.438 -5.298 6.077 0.2147
H 5.096 -4.331 4.198 0.2137
H 2.175 0.591 -0.965 0.2185
H 1.038 1.077 -3.115 0.2125
C -2.103 5.798 -5.480 -0.4123
N -2.602 4.972 -4.382 -0.5926
C -2.834 3.658 -4.480 0.6620
O -2.621 3.024 -5.512 -0.6472
C -3.345 2.932 -3.221 -0.0999
C -2.311 1.907 -2.710 -0.5050
C -2.683 1.255 -1.389 0.6593
N -2.067 0.147 -1.052 -0.8076
O -3.517 1.725 -0.638 -0.6318
N -4.620 2.267 -3.495 -0.5940
C -5.740 2.939 -3.757 0.6813
C -6.958 2.115 -4.101 -0.7063
O -5.807 4.162 -3.732 -0.6432
H -2.737 5.660 -6.358 0.2159
H -1.085 5.498 -5.735 0.2031
H -2.111 6.851 -5.196 0.2074
H -2.867 5.432 -3.524 0.4027
H -3.508 3.676 -2.438 0.2235
H -2.179 1.131 -3.464 0.2294
H -1.355 2.409 -2.572 0.2410
H -2.322 -0.244 -0.163 0.4122
H -1.333 -0.239 -1.623 0.4063
H -4.641 1.263 -3.534 0.3970
H -6.736 1.481 -4.958 0.2233
H -7.229 1.503 -3.243 0.2270
H -7.778 2.787 -4.347 0.2428
```

Summary:
**Frontier orbital gap**: 7.93 eV
**Energy above the lowest of the compared OMol25 structures with the same formula, charge and spin**: 29.39 kJ/mol



In eV, the HOMO energy values for the records above are, in order, -8.099; -8.531; -7.537.